Arrangement A

{"formula": "C2H2Br4O2", "method": "the ωB97M-V functional and the def2-TZVPD basis", "elements": ["C", "C", "O", "O", "Br", "Br", "Br", "Br", "H", "H"], "coordinates": [[1.67, 0.12, 0.31], [-1.91, -0.05, -0.48], [0.60, 0.21, -0.48], [-0.39, -0.61, 0.06], [2.76, -1.48, -0.15], [2.88, 1.64, 0.46], [-3.16, -1.06, 0.54], [-1.88, 1.84, -0.12], [1.33, -0.21, 1.32], [-1.89, -0.39, -1.48]], "homo_lumo_gap_ha": 0.3694, "homo_energy_ev": -10.1, "lumo_energy_ev": -0.03, "total_charge": 0}



Arrangement B

{"formula": "C2H2Br4O2", "method": "the ωB97M-V functional and the def2-TZVPD basis", "elements": ["C", "C", "O", "O", "Br", "Br", "Br", "Br", "H", "H"], "coordinates": [[1.71, 0.04, -0.45], [-1.66, 0.14, 0.44], [0.66, 0.68, 0.13], [-0.62, 0.57, -0.52], [3.32, 0.56, 0.46], [1.45, -1.94, -0.36], [-3.39, 0.79, -0.12], [-1.85, -1.81, 0.40], [1.98, 0.33, -1.44], [-1.59, 0.64, 1.46]], "homo_lumo_gap_ha": 0.3588, "homo_energy_ev": -9.9, "lumo_energy_ev": -0.09, "total_charge": 0}



Energy ordering: arrangement B at the bottom, the next structure 0.444 eV above.



Arrangement A

{"formula": "C6H13N3", "method": "the ωB97M-V functional and the def2-TZVPD basis", "elements": ["C", "C", "N", "N", "N", "C", "C", "C", "C", "H", "H", "H", "H", "H", "H", "H", "H", "H", "H", "H", "H", "H"], "coordinates": [[0.21, 0.30, 0.62], [-0.75, -0.44, -1.52], [0.19, 0.35, -0.74], [1.04, 1.19, 1.28], [-0.15, -0.80, 1.36], [1.91, -0.59, -0.96], [-1.53, 1.52, 0.28], [2.53, -1.56, -0.32], [-2.80, 1.15, 0.37], [1.77, 0.77, 1.83], [1.38, 1.93, 0.67], [-0.48, -1.61, 0.86], [-0.30, -0.65, 2.34], [2.29, -0.15, -1.87], [-1.20, 2.55, 0.37], [-0.20, -1.06, -2.21], [-1.41, -1.10, -0.94], [-1.39, 0.26, -2.07], [2.16, -2.00, 0.60], [3.44, -2.02, -0.71], [-3.11, 0.12, 0.25], [-3.61, 1.87, 0.50]], "homo_lumo_gap_ha": [0.2826, 0.2825], "homo_energy_ev": [-6.8, -6.8], "lumo_energy_ev": [0.94, 0.94], "total_charge": 0}



Arrangement B

{"formula": "C6H13N3", "method": "the ωB97M-V functional and the def2-TZVPD basis", "elements": ["C", "C", "C", "C", "C", "C", "N", "N", "N", "H", "H", "H", "H", "H", "H", "H", "H", "H", "H", "H", "H", "H"], "coordinates": [[0.23, -2.37, -0.09], [0.52, 2.46, 0.08], [-1.65, -0.17, -1.03], [1.19, -0.08, 0.20], [0.37, 0.98, 0.07], [-0.84, 0.09, 0.23], [2.56, -0.29, 0.16], [-1.71, 0.27, 1.35], [0.23, -1.05, 0.50], [3.07, 0.39, -0.37], [2.84, -1.24, -0.03], [-2.44, 0.95, 1.20], [-1.18, 0.37, 2.21], [-0.72, -2.85, 0.13], [1.02, -2.97, 0.36], [0.37, -2.36, -1.19], [0.14, 2.90, 1.00], [-0.02, 2.92, -0.76], [1.57, 2.73, -0.01], [-0.99, -0.39, -1.87], [-2.23, 0.71, -1.27], [-2.33, -1.01, -0.88]], "homo_lumo_gap_ha": 0.2911, "homo_energy_ev": -7.0, "lumo_energy_ev": 0.92, "total_charge": 0}



Arrangement C

{"formula": "C6H13N3", "method": "the ωB97M-V functional and the def2-TZVPD basis", "elements": ["C", "C", "C", "C", "C", "N", "N", "C", "N", "H", "H", "H", "H", "H", "H", "H", "H", "H", "H", "H", "H", "H"], "coordinates": [[0.56, -1.35, 1.37], [-0.33, -0.11, 1.18], [-0.24, 0.81, 2.39], [0.12, 0.73, 0.00], [-0.76, 1.71, -0.71], [-1.08, 1.43, -1.95], [-0.51, 0.29, -2.33], [-0.13, -0.01, -3.60], [0.42, -0.28, -1.37], [1.03, -1.69, 0.45], [0.04, -2.15, 1.81], [1.40, -0.94, 1.99], [-1.28, -0.56, 1.14], [0.76, 1.20, 2.49], [-0.73, 0.58, 3.29], [-0.72, 1.74, 2.05], [1.15, 1.06, 0.21], [-1.09, 2.63, -0.28], [0.15, 0.91, -4.23], [0.83, -0.52, -3.52], [-0.88, -0.65, -4.06], [1.41, -0.11, -1.64]], "smiles": "CC(C)[C@@H]1C=NN(C)N1", "homo_lumo_gap_ha": 0.3156, "homo_energy_ev": -7.6, "lumo_energy_ev": 0.94, "total_charge": 0}



Arrangement D

{"formula": "C6H13N3", "method": "the ωB97M-V functional and the def2-TZVPD basis", "elements": ["C", "C", "C", "C", "N", "C", "N", "C", "N", "H", "H", "H", "H", "H", "H", "H", "H", "H", "H", "H", "H", "H"], "coordinates": [[0.54, 1.59, 1.12], [-0.12, 1.42, -0.23], [-1.47, 0.11, -0.01], [-2.88, 0.36, -0.42], [-1.03, -1.08, 0.10], [0.28, -1.41, 0.00], [0.81, -2.26, 0.97], [1.05, -0.72, -0.92], [2.44, -0.78, -0.92], [1.10, 2.53, 1.17], [1.20, 0.76, 1.34], [-0.21, 1.60, 1.92], [-0.84, 2.22, -0.42], [0.59, 1.59, -1.04], [-3.01, 0.33, -1.50], [-3.54, -0.39, 0.03], [-3.22, 1.34, -0.05], [1.78, -2.54, 0.94], [0.14, -2.55, 1.66], [0.61, -0.44, -1.87], [2.89, -0.51, -1.79], [2.87, -1.15, -0.08]], "smiles": "CC/C(C)=N\\C(N)=C\\N", "homo_lumo_gap_ha": 0.2734, "homo_energy_ev": -6.4, "lumo_energy_ev": 1.01, "total_charge": 0}



Energy ordering: arrangement B at the bottom, the next structure 1.830 eV above.



Arrangement A

{"formula": "C6H13N3", "method": "the ωB97M-V functional and the def2-TZVPD basis", "elements": ["C", "C", "C", "C", "C", "C", "N", "N", "N", "H", "H", "H", "H", "H", "H", "H", "H", "H", "H", "H", "H", "H"], "coordinates": [[-1.96, 0.94, 1.10], [-1.18, 1.97, 0.75], [-0.28, -0.64, -0.36], [0.28, 2.01, 0.68], [1.30, -0.60, -2.25], [0.82, -1.28, -1.00], [-1.57, -0.29, 1.60], [-0.72, -0.86, 0.80], [-0.12, -2.09, 1.33], [-3.01, 1.19, 1.32], [-1.58, 2.83, 0.27], [-0.75, 0.18, -0.96], [0.82, 2.90, 1.13], [0.56, 1.87, -0.33], [0.89, 1.30, 1.32], [2.28, -1.02, -2.74], [1.74, 0.44, -1.95], [0.62, -0.33, -3.04], [1.74, -1.34, -0.20], [0.76, -2.33, -1.19], [-0.83, -2.82, 1.37], [0.19, -2.04, 2.36]], "homo_lumo_gap_ha": [0.2939, 0.2939], "homo_energy_ev": [-7.1, -7.1], "lumo_energy_ev": [0.87, 0.87], "total_charge": 0}



Arrangement B

{"formula": "C6H13N3", "method": "the ωB97M-V functional and the def2-TZVPD basis", "elements": ["C", "C", "N", "H", "H", "H", "H", "H", "C", "C", "C", "N", "C", "N", "H", "H", "H", "H", "H", "H", "H", "H"], "coordinates": [[-2.49, -0.03, 0.33], [-0.42, 0.72, 1.40], [-1.08, -0.20, 0.62], [-2.78, -0.62, -0.55], [-2.81, 1.01, 0.18], [-3.06, -0.46, 1.16], [0.08, 0.38, 2.30], [-0.88, 1.71, 1.51], [0.62, -1.79, -0.58], [1.20, 0.64, 0.28], [0.28, -0.31, -0.58], [2.25, -0.08, 0.97], [-0.22, 0.27, -1.76], [1.59, 1.83, -0.17], [2.90, -0.48, 0.31], [2.79, 0.57, 1.54], [0.95, 2.21, -0.87], [-0.28, -2.33, -0.87], [0.87, -2.12, 0.42], [1.45, -2.01, -1.25], [0.20, 1.17, -2.20], [-1.15, -0.09, -2.18]], "homo_lumo_gap_ha": [0.2627, 0.2857], "homo_energy_ev": [-7.6, -8.2], "lumo_energy_ev": [-0.46, -0.38], "total_charge": 0}



Energy ordering: arrangement A at the bottom, the next structure 0.673 eV above.